Entry 1:
A structure of composition C7H14GaO3 in a non-equilibrium geometry, computed with wB97M-V/def2-TZVPD.

Properties
- HOMO energy (spin up / spin down) (eV) = -11.6 / -11.6
- net charge = +1
- Kohn-Sham gap (spin up / spin down) (eV) = 7.3 / 7.3
- largest force on an atom (Eh/bohr) = 0.0674

XYZ file:
```
25
C7H14GaO3, DFT wB97M-V/def2-TZVPD
C -0.404 -2.678 0.057
O -0.961 -1.388 0.267
C -2.329 -1.273 -0.117
C -2.826 0.142 0.096
O -2.016 1.012 -0.651
C -1.362 2.109 0.013
H -1.031 -3.436 0.547
H -0.361 -2.874 -1.022
H -2.924 -1.979 0.481
H -2.402 -1.522 -1.189
H -2.848 0.380 1.174
H -3.853 0.210 -0.294
H 0.207 2.205 -0.487
H -1.321 2.892 -0.760
H -1.972 2.536 0.830
C 1.493 1.711 -0.760
C 2.301 0.627 -0.826
O 2.607 -0.243 0.150
C 1.802 -0.151 1.367
Ga 0.008 0.260 0.505
H 1.800 2.438 0.006
H 2.844 0.372 -1.745
H 2.204 0.672 1.990
H 2.026 -1.083 1.910
H 0.618 -2.700 0.455
```

Atomic partial charges in e from the natural (NBO) method, atoms 1 to 4: C -0.26; O -0.63; C -0.09; C -0.11



Entry 2:
A structure of composition C33H22Cl2N6O5Ti in a non-equilibrium geometry, computed with wB97M-V/def2-TZVPD.

Properties
- HOMO energy (spin up / spin down) (eV) = 0.0 / -1.9
- net charge = -2
- Kohn-Sham gap (spin up / spin down) (eV) = 4.5 / 6.3
- largest force on an atom (Eh/bohr) = 0.0407
- spin multiplicity = 3

XYZ file:
```
69
C33H22Cl2N6O5Ti, DFT wB97M-V/def2-TZVPD
Ti -0.121 0.161 -0.647
Cl 6.072 3.335 -0.960
C 4.601 2.496 -1.419
C 3.583 2.380 -0.470
C 2.418 1.719 -0.795
N 1.297 1.555 0.047
C 0.817 2.596 0.771
O 1.446 3.543 1.231
C -0.729 2.533 0.930
C -1.310 3.838 1.222
C -2.573 4.098 0.819
C -3.283 3.164 0.014
C -2.583 2.080 -0.434
N -1.309 1.814 -0.095
C 2.242 1.164 -2.092
C 3.262 1.295 -3.028
C 4.437 1.954 -2.676
Cl 5.698 2.088 -3.888
N 1.027 0.522 -2.311
C 1.068 -0.615 -3.186
O 1.153 -0.523 -4.420
C 1.024 -1.850 -2.446
C 1.089 -3.124 -3.054
C 1.217 -4.237 -2.278
C 1.275 -4.087 -0.857
C 1.114 -2.832 -0.330
N 0.960 -1.717 -1.066
H 3.708 2.798 0.516
H -0.701 4.540 1.771
H -3.024 5.053 1.071
H -4.294 3.338 -0.327
H -3.011 1.373 -1.139
H 3.135 0.888 -4.021
H 1.055 -3.166 -4.136
H 1.275 -5.219 -2.736
H 1.384 -4.931 -0.189
H 1.078 -2.674 0.744
C -2.443 -0.754 -4.218
O -3.222 -1.811 -3.643
C -3.042 -2.310 -2.385
C -3.731 -3.488 -2.140
C -3.665 -4.118 -0.896
C -2.914 -3.575 0.113
C -2.188 -2.380 -0.089
C -1.480 -1.869 1.047
N -0.784 -0.756 1.091
N -0.226 -0.548 2.369
C -0.307 0.654 2.825
O -0.945 1.705 2.381
C 0.438 0.908 4.121
C 0.765 -0.138 4.978
C 1.477 0.112 6.141
C 1.873 1.410 6.445
C 1.553 2.450 5.587
C 0.828 2.202 4.425
C -2.241 -1.755 -1.358
O -1.573 -0.630 -1.559
H -2.853 -0.644 -5.222
H -1.392 -1.020 -4.283
H -2.552 0.177 -3.669
H -4.307 -3.903 -2.958
H -4.212 -5.040 -0.730
H -2.864 -4.050 1.085
H -1.568 -2.403 1.991
H 0.463 -1.141 4.711
H 1.730 -0.708 6.804
H 2.439 1.608 7.348
H 1.870 3.462 5.809
H 0.576 3.004 3.744
```

Atomic partial charges in e from the natural (NBO) method, atoms 1 to 4: Ti 1.61; Cl -0.06; C -0.11; C -0.24



Entry 3:
The molecule CH4P2S3 in a non-equilibrium geometry, computed with wB97M-V/def2-TZVPD.

Properties
- HOMO energy (eV) = -7.8
- SMILES = CSP1#[PH]SS1
- Kohn-Sham gap (eV) = 7.3
- largest force on an atom (Eh/bohr) = 0.0645

XYZ file:
```
10
CH4P2S3, DFT wB97M-V/def2-TZVPD
C -2.253 0.168 -0.194
P 2.341 -1.203 -0.081
P 0.638 0.234 0.450
S 3.565 0.566 -0.049
S 1.976 1.850 -0.285
S -0.674 -0.247 -1.017
H -2.631 -0.861 -0.304
H -2.806 0.921 -0.738
H -2.243 0.214 0.839
H 2.088 -1.642 1.379
```

Atomic partial charges in e from the natural (NBO) method, atoms 1 to 4: C -0.74; P 0.17; P 0.32; S -0.19



Entry 4:
The molecule C6H5NOS in a non-equilibrium geometry, computed with wB97M-V/def2-TZVPD.

Properties
- HOMO energy (eV) = -8.5
- Kohn-Sham gap (eV) = 8.1
- largest force on an atom (Eh/bohr) = 0.0973

XYZ file:
```
14
C6H5NOS, DFT wB97M-V/def2-TZVPD
C 2.028 -0.843 -0.260
C 0.870 -1.704 -0.063
C 1.602 0.455 -0.196
C -0.142 -0.874 0.169
C -2.558 -0.504 0.121
C -0.735 1.508 0.270
N 0.199 0.423 0.035
O -3.410 -1.284 0.032
S -2.524 1.199 -0.121
H 2.925 -1.301 -0.462
H 0.997 -2.729 -0.054
H 2.042 1.334 -0.372
H -0.938 1.919 1.341
H -0.355 2.401 -0.440
```

Atomic partial charges in e from the natural (NBO) method, atoms 1 to 4: C -0.26; C -0.39; C -0.08; C 0.15



Entry 5:
A structure of composition C6H5As4CuF24NO2 in a non-equilibrium geometry, computed with wB97M-V/def2-TZVPD.

Properties
- HOMO energy (eV) = -2.4
- net charge = -3
- Kohn-Sham gap (eV) = 6.2
- largest force on an atom (Eh/bohr) = 0.0884

XYZ file:
```
43
C6H5As4CuF24NO2, DFT wB97M-V/def2-TZVPD
Cu -6.379 -6.240 -5.324
As -4.878 -2.939 -3.065
F -4.630 -3.605 -1.388
F -3.271 -3.678 -3.564
F -5.076 -2.095 -4.584
F -6.447 -2.281 -2.588
F -3.968 -1.389 -2.565
F -5.680 -4.375 -3.653
As -6.289 -7.425 -9.039
F -7.454 -6.314 -9.859
F -6.456 -8.666 -10.288
F -5.221 -8.435 -8.090
F -5.980 -6.177 -7.786
F -7.638 -8.125 -8.103
F -4.922 -6.548 -10.018
As -2.867 -4.740 -6.851
F -1.741 -3.554 -7.672
F -4.062 -3.363 -6.881
F -4.042 -5.665 -5.884
F -1.868 -6.180 -7.061
F -1.995 -4.310 -5.312
F -3.541 -5.203 -8.476
As -8.641 -3.219 -6.127
F -9.986 -2.131 -6.542
F -8.460 -2.462 -4.464
F -7.396 -4.442 -5.658
F -8.745 -4.027 -7.793
F -7.313 -2.084 -6.725
F -9.948 -4.292 -5.553
C -7.958 -13.383 -3.903
C -6.641 -13.223 -4.191
C -6.123 -12.006 -4.219
C -6.877 -10.796 -4.227
C -8.304 -10.978 -4.087
C -8.834 -12.244 -3.989
N -6.298 -9.471 -4.450
O -7.106 -8.500 -4.392
O -5.065 -9.479 -4.769
H -8.275 -14.414 -3.853
H -6.007 -14.095 -4.119
H -5.054 -12.126 -4.310
H -9.029 -10.181 -4.169
H -9.866 -12.353 -3.689
```

Atomic partial charges in e from the natural (NBO) method, atoms 1 to 4: Cu 0.96; As 2.80; F -0.65; F -0.61



Entry 6:
A structure of composition C26H42CoN8O7S in a non-equilibrium geometry, computed with wB97M-V/def2-TZVPD.

Properties
- HOMO energy (spin up / spin down) (eV) = -6.9 / -7.9
- Kohn-Sham gap (spin up / spin down) (eV) = 5.5 / 6.5
- largest force on an atom (Eh/bohr) = 0.0654
- spin multiplicity = 4

XYZ file:
```
85
C26H42CoN8O7S, DFT wB97M-V/def2-TZVPD
Co -0.550 -1.620 0.521
N -1.892 -1.397 2.220
C -1.256 -1.850 3.466
C -0.368 -3.018 3.101
N 0.469 -2.599 1.953
H -2.271 -0.466 2.290
H -2.647 -2.020 1.950
H -1.969 -2.127 4.241
H -0.639 -1.034 3.848
H -0.982 -3.863 2.781
H 0.239 -3.335 3.949
H 1.063 -3.381 1.629
H 1.125 -1.887 2.272
C 0.894 5.511 3.849
C 1.964 4.724 3.090
C 1.976 3.229 3.418
C 0.702 2.482 3.024
N 0.337 2.677 1.627
C 0.663 1.881 0.588
S 1.510 0.411 0.758
N 0.284 2.325 -0.617
C 0.510 1.642 -1.888
C 1.691 2.189 -2.681
C 1.529 3.603 -3.251
C 1.600 4.743 -2.224
H 0.938 6.573 3.601
H 1.034 5.413 4.930
H -0.117 5.162 3.611
H 2.946 5.137 3.324
H 1.824 4.856 2.014
H 2.126 3.097 4.496
H 2.818 2.751 2.909
H -0.145 2.805 3.633
H 0.848 1.419 3.181
H -0.260 3.460 1.427
H -0.246 3.177 -0.642
H -0.409 1.716 -2.480
H 0.683 0.596 -1.667
H 1.854 1.495 -3.511
H 2.582 2.147 -2.045
H 0.585 3.664 -3.804
H 2.326 3.753 -3.982
H 0.664 4.869 -1.674
H 1.805 5.695 -2.717
H 2.398 4.563 -1.498
C 3.422 -4.796 1.490
N 2.362 -4.470 0.550
C 2.080 -5.599 -0.334
C 2.688 -3.217 -0.162
C 1.737 -2.847 -1.280
C 2.187 -3.174 -2.566
C 1.458 -2.884 -3.704
C 0.259 -2.204 -3.561
C -0.181 -1.858 -2.290
C 0.507 -2.179 -1.115
H 3.112 -5.623 2.131
H 3.636 -3.929 2.119
H 4.352 -5.086 0.979
H 1.797 -6.461 0.273
H 2.951 -5.877 -0.945
H 1.254 -5.359 -0.997
H 3.697 -3.305 -0.585
H 2.721 -2.404 0.573
H 3.145 -3.679 -2.668
H 1.824 -3.173 -4.682
H -0.337 -1.939 -4.429
H -1.094 -1.275 -2.242
O -6.319 1.851 -3.485
N -5.929 0.699 -3.386
O -6.321 -0.221 -4.079
C -4.921 0.397 -2.357
C -4.514 1.402 -1.509
C -3.522 1.122 -0.584
C -2.779 -0.110 -0.621
O -1.575 -0.207 -0.204
C -3.438 -1.177 -1.332
C -4.439 -0.893 -2.248
N -3.067 -2.518 -1.137
O -3.585 -3.385 -1.840
O -2.271 -2.834 -0.202
N -3.176 2.163 0.348
O -3.285 3.318 -0.005
O -2.853 1.869 1.469
H -4.977 2.379 -1.543
H -4.841 -1.686 -2.864
```

Atomic partial charges in e from the Löwdin method, atoms 1 to 4: Co 0.55; N 0.00; C -0.22; C -0.21